121
Properties=species:S:1:pos:R:3:forces:R:3:lowdin_spin:R:1 method="wB97M-V/def2-TZVPD" multiplicity=3 e_homo_ev="-8.012 / -8.012" s_squared=2.00
Ni -12.158 -4.734 -7.653 -0.214 -1.214 0.855 1.83
C -9.558 -4.416 -6.478 -0.984 1.850 -2.416 0.01
O -9.825 -5.411 -7.517 0.109 -0.140 1.882 0.01
O -10.765 -3.726 -6.414 0.618 -1.011 0.709 0.03
C -8.932 -4.930 -5.143 -2.712 -0.737 1.885 0.00
F -7.647 -5.316 -5.133 -0.890 0.187 -0.547 0.00
F -9.096 -4.038 -4.115 0.666 0.085 -1.293 0.00
F -9.746 -5.966 -4.709 1.205 -0.037 -0.640 0.00
C -8.754 -6.070 -8.149 -0.152 -0.758 -0.082 0.00
C -9.333 -7.105 -9.043 -1.103 0.173 -0.812 0.00
H -10.057 -6.621 -9.698 0.131 -0.149 -0.516 0.00
H -8.497 -7.570 -9.565 -0.339 -0.239 -0.273 0.00
H -9.941 -7.816 -8.483 0.327 -0.182 0.139 0.00
H -8.161 -6.750 -7.538 0.588 1.090 1.024 0.00
H -8.184 -5.353 -8.740 0.472 0.082 0.265 0.00
H -8.840 -3.740 -6.943 0.798 0.094 0.172 0.00
C -13.630 -7.720 -8.830 2.382 2.999 -0.579 0.00
O -14.227 -7.120 -10.067 0.609 -1.922 0.258 0.00
O -12.836 -6.694 -8.237 -1.647 -1.353 0.306 0.04
C -14.727 -8.600 -8.060 0.163 0.474 0.827 0.00
F -15.897 -8.020 -7.870 -1.144 1.500 -0.272 0.00
F -15.012 -9.726 -8.706 0.486 -0.473 -1.170 0.00
F -14.398 -9.029 -6.812 1.136 0.571 -0.261 0.00
C -13.279 -7.084 -11.211 -1.686 1.263 0.332 0.00
C -14.100 -6.441 -12.393 0.649 -0.197 0.615 0.00
H -13.489 -6.073 -13.218 0.463 -0.376 0.043 0.00
H -14.840 -7.123 -12.812 0.009 -0.089 0.207 0.00
H -14.606 -5.532 -12.069 -0.188 -0.157 0.407 0.00
H -12.858 -8.054 -11.476 -0.391 -0.304 0.134 0.00
H -12.441 -6.453 -10.915 0.031 0.165 -0.065 0.00
H -12.893 -8.473 -9.111 -0.148 -0.493 -0.392 0.00
C -10.739 -7.381 -14.375 0.429 1.193 -0.242 0.00
C -9.537 -6.451 -13.953 -1.105 -1.139 1.233 0.00
C -8.402 -6.538 -15.029 -2.200 0.433 0.939 0.00
C -8.750 -5.649 -16.242 1.383 0.628 0.863 0.00
C -8.927 -4.164 -15.802 -0.808 -1.030 0.616 0.00
C -10.170 -4.029 -14.854 1.615 -1.218 0.567 0.00
N -10.062 -5.083 -13.761 2.613 0.443 -1.947 0.00
O -10.863 -4.923 -12.647 -0.591 0.166 0.050 0.00
C -10.055 -2.644 -14.196 -0.193 -0.764 -0.780 0.00
C -11.383 -4.243 -15.699 -0.872 0.225 0.439 0.00
C -9.036 -7.020 -12.539 0.569 0.739 -1.059 0.00
H -11.269 -6.847 -15.164 -0.208 -0.132 -0.037 0.00
H -11.402 -7.440 -13.512 -0.086 -0.404 -0.182 0.00
H -10.454 -8.341 -14.808 0.070 -0.192 0.501 0.00
H -7.467 -6.303 -14.520 0.212 0.083 -0.454 0.00
H -8.481 -7.587 -15.316 0.751 -0.007 -0.116 0.00
H -9.628 -6.037 -16.760 0.116 0.061 0.009 0.00
H -7.882 -5.736 -16.895 -0.184 0.144 -0.443 0.00
H -9.115 -3.494 -16.641 -0.009 -0.110 -0.196 0.00
H -8.053 -3.771 -15.283 0.254 -0.288 0.009 0.00
H -9.873 -1.922 -14.992 -0.004 0.158 0.022 0.00
H -10.965 -2.346 -13.675 0.223 -0.067 0.354 0.00
H -9.151 -2.734 -13.594 -0.260 0.452 0.414 0.00
H -11.609 -3.317 -16.228 -0.384 -0.073 -0.077 0.00
H -11.279 -5.057 -16.416 0.004 0.155 0.074 0.00
H -12.146 -4.525 -14.974 -0.640 0.256 -0.403 0.00
H -9.784 -7.184 -11.763 -0.305 -0.034 -0.566 0.00
H -8.307 -6.350 -12.084 0.087 0.444 -0.084 0.00
H -8.455 -7.931 -12.679 -0.289 -0.294 -0.226 0.00
H -10.229 -4.512 -12.054 -0.196 0.223 0.665 0.00
C -13.030 -6.069 -4.735 -0.051 -0.247 0.822 0.00
C -12.649 -5.378 -3.413 -0.037 -0.808 -0.222 0.00
O -13.594 -4.449 -2.914 -0.703 -0.455 -0.408 0.00
O -13.173 -5.029 -5.698 0.006 -0.987 -0.081 0.02
H -13.936 -6.669 -4.642 -0.704 0.485 0.123 0.00
H -12.363 -6.882 -5.022 0.815 0.737 -0.294 0.00
H -11.744 -4.801 -3.605 0.481 -0.613 0.269 0.00
H -12.584 -6.167 -2.664 0.659 0.062 0.146 0.00
H -13.238 -3.585 -3.135 -0.135 0.602 -0.041 0.00
H -13.813 -4.496 -5.220 -0.491 1.062 -0.570 0.00
C -12.738 -0.927 -4.525 0.582 0.999 -0.237 0.00
C -12.494 -0.759 -6.000 -0.992 0.692 -0.258 0.00
O -11.121 -0.849 -6.228 0.398 0.394 -0.345 0.00
O -12.531 -2.249 -4.173 -0.463 -1.276 1.364 0.00
H -13.663 -0.539 -4.097 -0.495 -0.396 -0.412 0.00
H -11.974 -0.297 -4.070 0.264 0.076 0.249 0.00
H -12.874 0.204 -6.339 0.210 0.215 -0.016 0.00
H -12.998 -1.517 -6.599 -0.353 -0.215 0.150 0.00
H -10.943 -1.780 -6.078 0.879 -0.741 -0.356 0.00
H -12.089 -2.787 -4.834 0.391 -0.030 -0.547 0.00
C -17.407 -3.401 -4.323 -1.684 -2.020 0.499 0.00
C -16.823 -3.657 -5.673 -1.433 2.156 -0.532 0.00
O -15.566 -3.074 -5.645 2.166 -0.827 -0.765 0.00
O -17.219 -2.106 -3.784 0.196 0.160 -0.887 0.00
H -17.014 -4.130 -3.614 0.110 -0.164 0.046 0.00
H -18.458 -3.629 -4.501 -0.461 0.106 0.588 0.00
H -17.369 -3.078 -6.418 -0.621 0.422 -0.059 0.00
H -17.017 -4.646 -6.086 1.180 -0.563 0.728 0.00
H -15.641 -2.433 -4.934 0.540 0.451 0.154 0.00
H -17.626 -2.119 -2.915 0.140 0.129 0.068 0.00
C -13.772 -2.773 -9.118 -0.996 0.729 0.666 0.00
C -12.971 -3.536 -10.159 -0.223 0.353 0.208 0.00
O -11.783 -4.052 -9.592 0.091 -0.084 0.874 0.02
O -13.801 -3.431 -7.852 1.060 -0.497 -0.780 0.02
H -14.794 -2.552 -9.426 -0.115 -0.637 -0.497 0.00
H -13.430 -1.764 -8.888 0.957 0.100 -0.465 0.00
H -12.655 -2.781 -10.878 -0.459 -0.269 -0.591 0.00
H -13.452 -4.423 -10.570 -0.673 0.558 -0.178 0.00
H -11.048 -3.777 -10.145 0.852 -0.151 0.470 0.00
H -14.630 -3.269 -7.396 -0.202 -0.299 0.533 0.00
C -17.509 -4.024 -10.851 -0.444 0.824 -1.501 0.00
C -17.297 -4.238 -9.371 -1.061 -1.975 -0.527 0.00
O -16.107 -4.877 -9.017 1.388 1.255 0.545 0.00
O -17.131 -2.698 -11.304 -0.040 -0.497 0.559 0.00
H -18.548 -4.198 -11.130 -0.599 0.396 0.593 0.00
H -17.068 -4.722 -11.562 0.924 -0.571 0.764 0.00
H -18.053 -4.963 -9.069 -0.752 0.214 -0.036 0.00
H -17.527 -3.341 -8.796 0.633 0.208 -0.072 0.00
H -16.113 -5.820 -9.194 -0.040 -0.113 -0.221 0.00
H -17.343 -2.702 -12.240 0.099 0.308 -0.104 0.00
C -9.349 -1.818 -10.640 -0.394 1.415 0.379 0.00
C -8.565 -1.254 -9.419 -1.845 0.863 -1.997 0.00
O -7.242 -1.686 -9.509 0.533 -0.709 0.827 0.00
O -9.396 -3.212 -10.565 -0.060 -0.765 -0.362 0.00
H -8.989 -1.513 -11.622 0.899 0.134 0.026 0.00
H -10.360 -1.417 -10.718 -0.345 -0.203 0.701 0.00
H -9.124 -1.508 -8.519 0.712 -0.732 0.268 0.00
H -8.675 -0.170 -9.446 0.346 0.314 -0.121 0.00
H -6.792 -1.239 -10.229 -0.103 0.190 -0.018 0.00
H -8.472 -3.469 -10.535 0.229 -0.514 0.197 0.00



112
Properties=species:S:1:pos:R:3:forces:R:3:lowdin_charge:R:1 method="wB97M-V/def2-TZVPD" smiles="COCCCCC[Si@@H](CCCCS(=O)(=O)O)C[C@H]1CO1.COCCOC.COCCOC.COCCOC.COCCOC" e_homo_ev=-8.932
C -5.667 -1.516 5.395 -0.157 -0.062 -0.133 -0.12
O -4.891 -1.144 4.276 0.142 0.119 0.086 -0.19
C -5.513 -0.203 3.425 0.074 -0.072 -0.280 -0.24
C -6.635 -0.800 2.587 -0.249 0.012 0.397 -0.19
C -7.314 0.250 1.711 0.311 0.166 0.038 -0.20
C -6.469 0.754 0.524 -0.148 -0.127 -0.156 -0.27
C -5.576 -0.306 -0.136 0.007 -0.005 -0.103 -0.27
Si -4.828 0.272 -1.761 0.153 0.010 -0.027 0.68
C -3.033 0.748 -1.579 0.433 0.549 0.198 -0.26
C -2.820 1.842 -0.485 -0.439 -0.383 -0.199 -0.23
C -2.326 3.168 -1.052 0.167 0.292 0.331 -0.22
C -3.337 4.057 -1.775 0.172 -0.380 -0.279 -0.21
S -4.646 4.690 -0.740 0.265 0.393 0.232 0.59
O -4.746 6.097 -0.976 -0.095 -0.077 -0.106 -0.28
O -4.511 4.233 0.614 -0.134 -0.117 -0.080 -0.28
O -5.911 3.968 -1.383 -0.096 -0.020 -0.015 -0.18
C -5.120 -0.970 -3.162 -0.626 0.280 0.531 -0.22
C -6.587 -0.974 -3.477 1.497 -1.681 -0.213 -0.45
C -7.150 -2.176 -4.385 -1.980 2.799 0.359 0.00
O -7.435 -1.811 -2.862 -0.645 0.433 -0.363 -0.10
H -6.242 -2.426 5.196 0.017 -0.018 0.019 0.08
H -4.991 -1.698 6.229 -0.013 -0.019 0.010 0.08
H -6.377 -0.728 5.668 0.082 0.045 0.074 0.09
H -4.722 0.176 2.774 0.023 0.019 0.029 0.12
H -5.889 0.649 4.009 -0.035 -0.033 0.028 0.12
H -7.387 -1.214 3.266 0.006 -0.008 0.001 0.11
H -6.246 -1.645 2.017 -0.007 0.054 -0.098 0.11
H -7.532 1.110 2.353 -0.176 -0.005 -0.051 0.11
H -8.277 -0.114 1.349 0.069 -0.153 -0.032 0.11
H -5.870 1.621 0.820 0.071 -0.065 0.050 0.09
H -7.161 1.117 -0.244 -0.008 0.125 0.068 0.09
H -4.758 -0.605 0.527 -0.039 -0.031 0.044 0.08
H -6.161 -1.210 -0.337 -0.008 0.003 0.014 0.08
H -5.554 1.506 -2.165 -0.021 -0.016 -0.080 0.03
H -2.672 1.175 -2.521 -0.003 -0.298 -0.139 0.07
H -2.398 -0.112 -1.357 -0.056 -0.081 -0.129 0.06
H -3.763 1.967 0.052 0.159 0.296 0.198 0.07
H -2.089 1.525 0.259 -0.001 -0.186 -0.067 0.11
H -1.515 2.951 -1.754 -0.027 0.077 -0.051 0.10
H -1.875 3.765 -0.255 -0.046 -0.060 0.067 0.12
H -3.772 3.532 -2.626 -0.256 0.086 0.070 0.10
H -2.861 4.962 -2.149 0.039 -0.033 -0.008 0.10
H -6.557 3.777 -0.686 0.059 -0.039 0.029 0.09
H -4.879 -1.997 -2.889 0.348 0.031 -0.104 0.10
H -4.604 -0.650 -4.067 0.223 -0.115 0.053 0.09
H -7.037 -0.006 -3.717 0.174 -0.013 -0.335 0.13
H -7.737 -1.418 -4.967 -0.523 -0.258 0.125 0.06
H -7.930 -2.923 -4.507 1.393 -1.471 -0.020 0.10
C -0.461 -1.478 0.873 -0.066 0.061 0.066 -0.10
O 0.239 -0.258 1.038 -0.092 -0.122 -0.014 -0.19
C 1.170 -0.293 2.107 0.015 0.229 -0.132 -0.20
C 2.578 -0.452 1.582 0.172 -0.114 0.125 -0.21
O 2.782 -1.717 0.977 -0.080 -0.013 -0.031 -0.21
C 2.762 -1.677 -0.441 0.052 -0.020 -0.022 -0.09
H -1.016 -1.415 -0.061 0.005 0.021 -0.003 0.07
H 0.219 -2.333 0.827 0.005 0.003 -0.007 0.09
H -1.170 -1.625 1.696 -0.002 -0.070 -0.016 0.09
H 0.927 -1.093 2.813 0.015 -0.030 -0.028 0.13
H 1.098 0.661 2.640 0.000 -0.012 0.023 0.13
H 3.282 -0.373 2.418 -0.036 0.054 0.024 0.12
H 2.802 0.350 0.871 -0.008 0.022 0.016 0.13
H 3.657 -1.175 -0.825 -0.017 0.027 0.001 0.08
H 1.871 -1.166 -0.814 -0.003 -0.005 0.001 0.08
H 2.755 -2.708 -0.792 0.012 -0.007 0.014 0.09
C 6.864 -5.121 2.612 -0.004 -0.004 0.020 -0.11
O 5.973 -4.237 3.261 0.002 -0.059 -0.028 -0.19
C 4.843 -3.889 2.474 0.051 0.131 0.131 -0.21
C 3.607 -4.649 2.889 -0.107 -0.058 -0.134 -0.20
O 3.722 -6.038 2.618 0.049 -0.007 0.032 -0.19
C 4.017 -6.817 3.759 0.008 -0.009 -0.017 -0.11
H 7.593 -5.449 3.352 0.010 0.019 0.001 0.09
H 6.345 -5.994 2.209 0.007 -0.003 -0.005 0.08
H 7.395 -4.615 1.797 -0.015 -0.017 -0.020 0.08
H 5.047 -4.057 1.411 -0.011 -0.003 -0.006 0.13
H 4.658 -2.821 2.614 -0.025 0.002 -0.040 0.10
H 2.757 -4.268 2.316 0.006 0.033 0.014 0.12
H 3.406 -4.482 3.953 0.013 -0.002 0.006 0.13
H 3.156 -6.867 4.434 0.015 0.018 0.022 0.09
H 4.877 -6.421 4.307 -0.002 -0.003 0.008 0.08
H 4.248 -7.823 3.414 -0.019 -0.005 -0.007 0.09
C 0.728 4.303 -3.031 -0.075 -0.050 -0.002 -0.12
O 0.968 2.916 -3.167 0.023 0.046 0.052 -0.20
C 1.326 2.519 -4.480 -0.050 -0.086 0.067 -0.20
C 2.812 2.267 -4.598 0.070 0.028 -0.114 -0.20
O 3.564 3.457 -4.433 -0.039 0.023 0.069 -0.18
C 4.158 3.579 -3.156 0.008 0.015 -0.013 -0.11
H 0.643 4.509 -1.965 -0.015 0.020 -0.003 0.09
H 1.536 4.906 -3.451 0.024 -0.031 0.000 0.09
H -0.213 4.579 -3.522 0.022 0.063 -0.006 0.09
H 1.013 3.275 -5.209 0.022 0.007 -0.005 0.13
H 0.792 1.590 -4.703 -0.004 0.006 -0.016 0.13
H 3.026 1.876 -5.597 -0.002 -0.015 0.006 0.13
H 3.119 1.514 -3.865 -0.015 -0.008 0.003 0.13
H 4.979 2.862 -3.036 -0.020 -0.018 0.018 0.08
H 3.429 3.425 -2.355 0.003 -0.002 0.004 0.08
H 4.561 4.588 -3.081 0.017 -0.001 -0.015 0.09
C 8.996 1.039 -0.294 0.004 -0.001 0.012 -0.11
O 8.121 1.933 0.368 -0.007 -0.055 -0.003 -0.19
C 6.962 2.254 -0.377 0.053 0.097 0.078 -0.21
C 5.751 1.490 0.110 -0.105 -0.058 -0.081 -0.21
O 5.871 0.099 -0.134 0.067 -0.023 0.006 -0.20
C 6.224 -0.656 1.012 -0.021 -0.027 0.009 -0.09
H 9.753 0.736 0.426 0.008 0.019 0.002 0.09
H 8.468 0.152 -0.654 0.005 -0.002 -0.003 0.08
H 9.490 1.530 -1.140 -0.015 -0.016 -0.018 0.09
H 7.121 2.058 -1.443 -0.004 -0.010 -0.002 0.12
H 6.776 3.326 -0.253 -0.018 0.000 -0.023 0.13
H 4.868 1.845 -0.433 0.000 0.018 0.019 0.11
H 5.595 1.681 1.177 0.011 0.006 0.004 0.13
H 5.387 -0.696 1.716 0.035 -0.010 0.045 0.06
H 7.101 -0.249 1.521 0.004 0.045 -0.040 0.09
H 6.445 -1.670 0.681 -0.034 -0.001 -0.029 0.09